(1)
Below is a structure of composition C26H82I2O19, with properties calculated with wB97M-V/def2-TZVPD.

```
129
Properties=species:S:1:pos:R:3:lowdin_charge:R:1
C 1.89603 0.43393 0.70553 -0.1402
C 1.77569 1.92451 0.78206 -0.7986
I 3.61817 2.88482 0.59355 0.9299
C 0.61291 2.55207 0.91699 -0.7090
I 0.37685 4.62599 0.92122 0.8998
C -0.64419 1.76157 1.06931 -0.6059
O -0.93604 1.20668 2.10073 0.1224
O -1.36297 1.74227 -0.04924 -0.0028
C -2.15028 0.54268 -0.28292 -0.1240
C -3.63928 0.74841 -0.17295 -0.1454
C -4.16267 1.22295 1.17610 -0.4031
C -5.66239 0.92154 1.21751 -0.0679
C -3.99461 2.73488 1.36893 -0.0560
H 2.00053 0.16496 -0.34505 0.0893
H 1.01693 -0.04732 1.11924 0.0617
H 2.74671 0.07547 1.26815 0.0346
H -1.91594 0.24398 -1.30286 0.1287
H -1.80365 -0.26478 0.35690 0.1173
H -4.08451 -0.23322 -0.34735 0.1016
H -3.97874 1.38487 -0.99054 0.1287
H -3.64807 0.71350 1.99019 0.1237
H -5.81541 -0.15001 1.12383 0.0576
H -6.09347 1.31121 2.13673 0.0774
H -6.10285 1.44461 0.37088 0.0795
H -4.16407 2.96225 2.42219 0.0816
H -4.76247 3.26887 0.81912 0.0612
H -3.00707 3.09979 1.10602 0.0546
C -5.33601 -2.71465 2.88026 -0.1389
O -4.53409 -2.36651 1.75849 -0.1385
H -6.34255 -2.90761 2.51548 0.0699
H -4.95595 -3.61347 3.37341 0.0776
H -5.36859 -1.88916 3.59395 0.0819
H -3.65028 -2.17875 2.09394 0.0397
C 4.91401 -0.59514 -1.61128 -0.1506
O 5.04083 -0.81977 -0.20739 -0.1474
H 5.09534 -1.54207 -2.11442 0.0772
H 3.90748 -0.24717 -1.86458 0.0682
H 5.64360 0.13269 -1.96520 0.0560
H 4.88641 0.02892 0.21678 0.0067
C -8.94822 -1.03400 2.37896 -0.1429
O -8.31634 -0.45324 3.51956 -0.1345
H -8.26774 -0.93822 1.53719 0.0694
H -9.15340 -2.09326 2.55445 0.0772
H -9.88247 -0.52152 2.13862 0.0803
H -8.92333 -0.56091 4.25698 0.0617
C -6.35491 -0.95519 -2.55108 -0.1579
O -6.70218 0.41335 -2.33801 -0.1312
H -6.50754 -1.48379 -1.61527 0.0724
H -6.98019 -1.41380 -3.32420 0.0749
H -5.30578 -1.04488 -2.82832 0.0613
H -6.55609 0.89298 -3.15626 0.0691
C -3.47863 -3.77995 -2.28764 -0.1482
O -3.89844 -2.65366 -1.51897 -0.1458
H -3.33216 -3.44706 -3.31229 0.0739
H -2.53298 -4.18042 -1.90834 0.0742
H -4.23052 -4.56713 -2.28023 0.0639
H -4.03709 -2.94808 -0.61032 0.0557
C 4.08233 -2.33325 3.04972 -0.1381
O 3.22871 -1.19231 3.09018 -0.1383
H 4.94010 -2.09289 2.42574 0.0762
H 4.42940 -2.59555 4.04670 0.0577
H 3.56546 -3.19337 2.61708 0.0758
H 2.47994 -1.41518 3.65481 0.0573
C -1.27347 -1.14132 4.44842 -0.1404
O -2.15155 -1.49898 3.39450 -0.1466
H -1.83696 -1.20177 5.37718 0.0799
H -0.42708 -1.83355 4.50048 0.0664
H -0.90269 -0.12088 4.32361 0.0728
H -1.64830 -1.44824 2.57027 0.0364
C 2.41277 -2.55747 7.00406 -0.1346
O 3.02045 -1.94308 5.86860 -0.1378
H 1.40108 -2.83410 6.71988 0.0746
H 2.95362 -3.45818 7.30483 0.0786
H 2.36567 -1.86820 7.85007 0.0788
H 3.91365 -1.69251 6.11831 0.0816
C -3.94392 -7.43561 -4.42668 -0.1524
O -4.35372 -6.07886 -4.28602 -0.1325
H -4.10033 -7.91978 -3.46639 0.0775
H -4.53684 -7.95605 -5.18303 0.0746
H -2.88510 -7.50774 -4.68874 0.0757
H -4.22011 -5.64283 -5.13128 0.0762
C 0.15549 -3.90662 1.42747 -0.1224
O 0.00756 -2.53104 1.76978 -0.1352
H -0.81271 -4.38042 1.56850 0.0821
H 0.46079 -4.02304 0.38493 0.0807
H 0.88696 -4.39698 2.07280 0.0762
H 0.86144 -2.10010 1.64864 0.0577
C 8.09605 2.83291 -0.02617 -0.1484
O 7.42015 4.09141 -0.03842 -0.1383
H 8.95991 2.91471 -0.67926 0.0613
H 8.44013 2.58174 0.98019 0.0803
H 7.44741 2.03360 -0.39709 0.0669
H 6.65627 4.01895 0.53783 0.0249
C -4.36824 5.40198 -1.60760 -0.1552
O -5.53752 4.77798 -1.08949 -0.1302
H -3.54971 4.69540 -1.49352 0.0722
H -4.48150 5.64480 -2.66795 0.0739
H -4.12447 6.31430 -1.05649 0.0763
H -6.26848 5.39384 -1.18115 0.0720
C 7.53984 1.86820 -4.05210 -0.1332
O 6.59612 0.80323 -4.18785 -0.1366
H 7.24506 2.45805 -3.18689 0.0739
H 8.54737 1.47443 -3.88672 0.0764
H 7.53255 2.50770 -4.93237 0.0560
H 6.85336 0.28198 -4.95366 0.0369
C 6.46636 -1.95296 -7.43423 -0.1463
O 7.16173 -1.54382 -6.25854 -0.1298
H 7.09384 -1.69812 -8.28363 0.0782
H 6.29264 -3.03142 -7.43433 0.0767
H 5.51036 -1.43335 -7.53279 0.0793
H 6.61746 -1.77829 -5.50065 0.0722
C 5.24829 4.96180 -5.51275 -0.1490
O 6.56130 4.49621 -5.80988 -0.1347
H 4.72145 4.14434 -5.02758 0.0786
H 5.27354 5.81708 -4.83310 0.0767
H 4.70858 5.23970 -6.42182 0.0743
H 7.04131 5.20869 -6.23892 0.0741
C -8.01066 2.76194 5.94018 -0.1554
O -8.99084 1.72995 5.95286 -0.1248
H -8.30990 3.49768 6.68248 0.0748
H -7.02252 2.37714 6.20419 0.0769
H -7.95734 3.24788 4.96298 0.0772
H -8.72936 1.07899 5.29714 0.0317
C 12.37598 3.08213 -1.15721 -0.1573
O 11.41555 2.03090 -1.15081 -0.1319
H 12.18821 3.69444 -0.27928 0.0773
H 13.39538 2.69139 -1.10247 0.0739
H 12.27819 3.70695 -2.04872 0.0758
H 11.57053 1.48293 -1.92403 0.0718
```

Results
- 2S+1: 1
- E_LUMO: 0.04 eV
- Kohn-Sham gap: 8.862 eV
- HOMO energy: -8.8222 eV
- Calculated total energy: -3064.44169 Eh


(2)
Below is a structure of composition C9H12BNO11Pb3 at a distorted geometry, with properties calculated with wB97M-V/def2-TZVPD.

```
37
Properties=species:S:1:pos:R:3:lowdin_charge:R:1
Pb 2.15987 -5.46462 -6.88986 1.3641
Pb 0.70858 -5.77066 0.18106 1.0861
Pb -4.02104 -3.97767 -4.84914 1.2909
O -3.48130 0.35807 1.89696 0.0965
C -3.95661 1.41953 2.41672 -0.2928
O -3.62441 2.67302 2.19374 0.2330
B -4.37829 3.58749 3.15253 -0.8026
O -5.31582 2.71352 3.84883 0.2729
C -5.19132 1.48528 3.39552 -0.3221
O -5.82871 0.46948 3.67046 0.1701
O -5.07982 4.71698 2.50172 0.2278
C -4.65142 5.87664 3.09335 -0.3198
O -5.03314 7.00730 2.87083 0.1948
C -3.62326 5.49941 4.10624 -0.3610
O -3.42780 4.20823 4.12289 0.2467
O -3.04552 6.23943 4.91181 0.1761
O 0.14902 -3.38446 -3.35656 -0.5574
H 0.42930 -2.52886 -2.97717 -0.1155
O -1.82205 -6.88894 -7.27204 -0.3785
H -1.95014 -6.89921 -8.24055 -0.0786
C 3.30550 -10.40281 -2.97554 -0.1983
O 2.38472 -9.34827 -3.19932 -0.1878
H 2.78960 -11.35854 -2.88314 0.0869
H 4.03793 -10.51875 -3.77442 0.0715
H 3.66551 -10.15314 -1.97747 0.0966
C 4.89455 3.93052 1.05478 -0.0956
C 3.47522 4.10664 0.52394 -0.2874
C 2.87844 3.00919 -0.26600 -0.1954
C 3.11020 1.73822 0.45483 -0.2510
N 3.24536 0.80172 1.07409 0.1393
H 5.36024 4.83578 1.44432 0.0801
H 5.50519 3.47325 0.27623 0.0756
H 4.89883 3.19603 1.86014 0.0692
H 3.35113 5.09374 0.07859 0.1126
H 2.82243 4.31931 1.37056 0.1158
H 3.39032 2.76399 -1.19657 0.1139
H 1.86871 3.17317 -0.64239 0.1232
```

Results
- 2S+1: 1
- E_LUMO: -10.58 eV
- Kohn-Sham gap: 1.272 eV
- HOMO energy: -11.8521 eV
- Charge: +2
- Calculated total energy: -1834.68524 Eh


(3)
Below is a structure of composition C44H39CaOP2STe, with properties calculated with wB97M-V/def2-TZVPD.

```
89
Properties=species:S:1:pos:R:3:lowdin_charge:R:1
Ca 1.99439 0.50714 -0.29444 0.8790
O 1.96881 0.72355 3.23003 -0.5467
S 0.86047 0.17812 2.37972 0.7894
C 0.46424 -1.46643 2.93476 -0.4049
C 0.74664 -1.80334 4.25240 -0.0770
C 0.31657 -3.03129 4.72664 -0.0432
C -0.40400 -3.88122 3.89369 -0.0415
C -0.63345 -3.54357 2.56947 -0.0607
C -0.16185 -2.34016 2.04561 -0.3404
P -0.19515 -1.94572 0.24447 1.0738
C -1.92598 -2.21410 -0.22479 -0.3924
C -2.94255 -1.75063 0.61152 -0.0941
C -4.26543 -1.80647 0.20098 -0.0669
C -4.58357 -2.31818 -1.05102 -0.0729
C -3.57587 -2.77001 -1.89118 -0.0705
C -2.24943 -2.71553 -1.48315 -0.0954
C 0.72172 -3.34597 -0.48420 -0.3670
C 0.27862 -4.66998 -0.44096 -0.0878
C 1.04559 -5.68781 -0.98113 -0.0595
C 2.26477 -5.40028 -1.58521 -0.0627
C 2.70321 -4.08898 -1.66716 -0.0629
C 1.92732 -3.07279 -1.12414 -0.1170
C -0.69728 0.98795 2.72878 -0.3517
C -1.34785 0.74966 3.93565 -0.0483
C -2.58200 1.32892 4.16824 -0.0438
C -3.17789 2.11299 3.18747 -0.0426
C -2.52041 2.35530 1.99335 -0.0743
C -1.25352 1.82433 1.75195 -0.3458
P -0.34072 2.24542 0.22255 1.0282
C 0.27046 3.93383 0.48786 -0.3768
C 1.32128 4.33097 -0.34015 -0.1055
C 1.85176 5.60936 -0.25256 -0.0670
C 1.33876 6.50177 0.67845 -0.0666
C 0.29597 6.11604 1.50995 -0.0631
C -0.24002 4.83976 1.41339 -0.0746
C -1.64707 2.37969 -1.02363 -0.3665
C -2.09580 1.19382 -1.60304 -0.0912
C -3.10974 1.21761 -2.54568 -0.0587
C -3.66747 2.43117 -2.92960 -0.0661
C -3.20883 3.61630 -2.37270 -0.0671
C -2.19904 3.59352 -1.41880 -0.0798
H 1.29114 -1.10786 4.87964 0.1211
H 0.52477 -3.31952 5.74848 0.1168
H -0.77094 -4.82502 4.27493 0.1157
H -1.17794 -4.22766 1.93346 0.1036
H -2.70428 -1.34016 1.58771 0.1028
H -5.04852 -1.45000 0.85723 0.1090
H -5.61639 -2.36550 -1.37032 0.1092
H -3.81950 -3.16825 -2.86749 0.1110
H -1.46904 -3.06508 -2.14901 0.1068
H -0.68200 -4.90947 -0.00421 0.0999
H 0.68941 -6.70870 -0.93982 0.1117
H 2.85864 -6.19785 -2.01176 0.1115
H 3.63014 -3.85265 -2.17231 0.1119
H 2.25429 -2.04713 -1.27154 0.0562
H -0.90546 0.10796 4.68441 0.1120
H -3.09016 1.14986 5.10639 0.1165
H -4.15857 2.53770 3.35719 0.1165
H -2.99348 2.96067 1.22936 0.1142
H 1.70647 3.65291 -1.09832 0.0892
H 2.65900 5.90716 -0.90809 0.1102
H 1.75138 7.49898 0.75614 0.1103
H -0.10271 6.81143 2.23670 0.1106
H -1.04661 4.55145 2.07562 0.1005
H -1.64202 0.24829 -1.33262 0.0675
H -3.45067 0.29159 -2.99074 0.1048
H -4.45179 2.45446 -3.67498 0.1087
H -3.63335 4.56216 -2.68234 0.1087
H -1.83914 4.52298 -0.99377 0.1057
C 6.20090 0.33234 0.07822 -0.4406
Te 4.58415 0.62452 1.42995 1.1934
C 4.33323 -1.45208 1.84381 -0.4080
H 5.91543 -0.34835 -0.71892 0.0040
H 7.04614 -0.06249 0.63445 0.0065
H 6.46225 1.30027 -0.34256 0.0021
H 5.18302 -1.78332 2.43349 0.0129
H 4.27852 -2.01406 0.91407 0.0004
H 3.42101 -1.58547 2.42177 -0.0160
C 0.83250 0.51199 -5.34876 -0.1014
C 1.74788 1.42726 -4.84939 -0.1084
C 2.09894 1.38677 -3.50369 -0.1933
C 1.57034 0.45761 -2.58806 -0.3215
C 0.64701 -0.44444 -3.15214 -0.2043
C 0.27837 -0.42982 -4.49278 -0.1045
H 0.55430 0.53217 -6.39513 0.0997
H 2.18556 2.16805 -5.50797 0.0975
H 2.82266 2.13123 -3.16819 0.0678
H 0.16842 -1.20055 -2.52917 0.0370
H -0.43899 -1.14913 -4.87235 0.0965
```

Results
- 2S+1: 1
- E_LUMO: -2.56 eV
- Kohn-Sham gap: 7.647 eV
- Energy relative to the best compared isomer or geometry (same formula, charge and spin): 5.3 kcal per mole
- HOMO energy: -10.2080 eV
- Charge: +1
- Calculated total energy: -3801.63022 Eh


(4)
Below is the ion C4H5N2 with charge +1 at a distorted geometry, with properties calculated with wB97M-V/def2-TZVPD.

```
11
Properties=species:S:1:pos:R:3:lowdin_charge:R:1
C 1.83438 0.72788 0.00591 0.0805
C -0.20865 -0.46466 0.02238 -0.1091
C -0.81880 -1.56783 0.03870 0.0690
C 0.32042 0.87304 0.11668 -0.0997
N 1.56360 -1.53049 0.01600 0.3254
N 2.13134 -0.53952 0.03263 0.0328
H 2.55503 1.46398 -0.01684 0.1231
H -0.54566 -2.23376 0.99530 0.1557
H -1.10961 -2.12273 -0.83336 0.1023
H 0.02154 1.31224 1.11384 0.1650
H -0.20636 1.57979 -0.55641 0.1549
```

Results
- 2S+1: 3
- <S²>: 2.03
- E_LUMO (spin up / spin down): -5.99 / -7.57 eV
- Kohn-Sham gap (spin up / spin down): 6.811 / 8.183 eV
- Energy relative to the best compared isomer or geometry (same formula, charge and spin): 80.1 kcal per mole
- HOMO energy (spin up / spin down): -12.7989 / -15.7554 eV
- Charge: +1
- Calculated total energy: -264.39439 Eh